Record 1
Computed, not measured: the molecule C5H5NO2 in a non-equilibrium geometry, with ωB97M-V/def2-TZVPD.

Structure (XYZ):
```
13
Properties=species:S:1:pos:R:3
C -1.032 1.627 -0.362
C 0.348 -0.230 -1.263
C 0.378 -1.174 -0.356
C 0.304 1.120 -0.655
C 0.598 -0.626 0.974
N -2.068 2.045 -0.202
O 0.683 0.749 0.838
O -0.514 -1.095 1.770
H 0.152 -0.370 -2.286
H 0.093 -2.174 -0.406
H 0.962 1.893 -0.886
H 1.398 -0.881 1.597
H -1.301 -0.883 1.236
```

Gap between HOMO and LUMO (eV): 11.22
M (g mol⁻¹): 111.10
Energy above the lowest of the compared OMol25 structures with the same formula, charge and spin (kcal/mol): 61.80
SMILES: N#C[C@@H]1C=C[C@H](O)O1
E_LUMO (eV): 0.45
Net charge: 0


Record 2
Computed, not measured: the molecule C5H5NO2 in a non-equilibrium geometry, with ωB97M-V/def2-TZVPD.

Structure (XYZ):
```
13
Properties=species:S:1:pos:R:3
C 0.005 -1.192 -0.214
C -1.157 -0.304 -0.159
C -0.803 0.977 -0.350
C 1.034 -0.384 -0.082
C 0.025 2.022 0.256
N 0.608 0.941 -0.447
O -2.436 -0.847 -0.014
O 2.380 -0.620 -0.087
H 0.008 -2.206 -0.103
H 0.115 3.089 -0.222
H 0.057 1.974 1.466
H -2.234 -1.819 0.092
H 2.398 -1.632 -0.136
```

Gap between HOMO and LUMO (spin up / spin down) (eV): 5.45 / 8.07
M (g mol⁻¹): 111.10
Spin multiplicity: 3
Energy above the lowest of the compared OMol25 structures with the same formula, charge and spin (kcal/mol): 55.69
E_LUMO (spin up / spin down) (eV): 0.53 / -1.30
Net charge: 0
⟨S²⟩: 2.03


Record 3
Computed, not measured: a structure of composition C5H5NO3 in a non-equilibrium geometry, with ωB97M-V/def2-TZVPD.

Structure (XYZ):
```
14
Properties=species:S:1:pos:R:3
C -1.692 -1.672 -1.187
C -0.293 -0.103 -0.150
C 1.453 0.992 -0.008
C 1.011 1.424 1.822
C 0.279 0.721 0.691
H -1.644 -1.177 -2.121
H -2.666 -2.041 -0.984
H -1.019 -2.493 -1.248
H 0.551 2.372 2.169
H 1.272 0.796 2.703
N 1.597 0.550 -1.208
O -1.410 -0.789 -0.106
O 0.414 -0.210 -1.291
O 2.147 1.628 0.917
```

Gap between HOMO and LUMO (eV): 9.89
M (g mol⁻¹): 127.10
Energy above the lowest of the compared OMol25 structures with the same formula, charge and spin (kcal/mol): 92.12
E_LUMO (eV): 0.73
Net charge: 0


Record 4
Computed, not measured: the molecule C5H5NOS in a non-equilibrium geometry, with ωB97M-V/def2-TZVPD.

Structure (XYZ):
```
13
Properties=species:S:1:pos:R:3
C -0.432 0.066 -1.209
C 1.511 -0.537 0.815
C 1.377 1.777 -1.024
C -0.983 -0.070 0.294
C 0.267 -0.043 1.371
N 0.418 1.139 -1.262
O 0.271 -1.109 -1.543
S 1.669 -1.312 -0.527
H -1.258 0.245 -1.886
H -1.774 0.634 0.418
H -1.591 -0.911 0.329
H -0.064 -0.764 2.213
H 0.589 0.884 2.011
```

Gap between HOMO and LUMO (eV): 9.15
M (g mol⁻¹): 127.17
Energy above the lowest of the compared OMol25 structures with the same formula, charge and spin (kcal/mol): 114.71
E_LUMO (eV): 0.08
Net charge: 0


Record 5
Computed, not measured: the ion C5H5O4 with charge +1 in a non-equilibrium geometry, with ωB97M-V/def2-TZVPD.

Structure (XYZ):
```
14
Properties=species:S:1:pos:R:3
C 1.711 -0.574 0.892
C 1.421 -1.681 1.798
C 0.909 0.084 0.080
C -0.154 0.584 -0.555
C -1.953 1.482 -1.674
O 0.905 1.317 -0.843
O 0.468 -2.526 1.948
O -0.668 -2.661 1.261
O -1.361 0.507 -0.825
H 2.816 -0.321 1.082
H 2.270 -1.743 2.409
H -2.512 2.239 -1.012
H -2.629 1.003 -2.521
H -1.224 2.291 -2.039
```

Gap between HOMO and LUMO (spin up / spin down) (eV): 8.52 / 7.14
M (g mol⁻¹): 129.09
Energy above the lowest of the compared OMol25 structures with the same formula, charge and spin (kcal/mol): 171.86
E_LUMO (spin up / spin down) (eV): -6.40 / -6.32
Net charge: +1


Record 6
Computed, not measured: a structure of composition C5H5O5Pb in a non-equilibrium geometry, with ωB97M-V/def2-TZVPD.

Structure (XYZ):
```
16
Properties=species:S:1:pos:R:3
O 2.771 -0.459 0.673
C 2.297 -1.428 0.036
O 2.718 -2.253 -0.723
O 0.279 2.133 2.146
C -0.725 2.540 1.473
C -1.202 2.073 0.309
O -0.462 0.983 -0.223
C -1.212 -0.197 -0.529
C -0.206 -1.304 -0.776
O 0.720 -1.283 0.305
Pb 1.098 0.575 1.273
H -1.995 2.482 -0.312
H -1.834 -0.029 -1.420
H -1.870 -0.438 0.320
H 0.340 -1.120 -1.713
H -0.718 -2.274 -0.838
```

Gap between HOMO and LUMO (spin up / spin down) (eV): 7.03 / 8.14
M (g mol⁻¹): 352.29
Spin multiplicity: 2
Energy above the lowest of the compared OMol25 structures with the same formula, charge and spin (kcal/mol): 6.80
E_LUMO (spin up / spin down) (eV): -0.23 / -0.21
Net charge: 0
⟨S²⟩: 0.76


Record 7
Computed, not measured: a structure of composition C5H5OSn in a non-equilibrium geometry, with ωB97M-V/def2-TZVPD.

Structure (XYZ):
```
12
Properties=species:S:1:pos:R:3
C -0.817 2.125 0.228
C -1.370 1.601 -0.873
H -1.410 2.329 1.123
H 0.242 2.392 0.261
H -0.782 1.421 -1.776
H -2.435 1.361 -0.917
C -0.568 -0.945 0.740
C 0.566 -1.271 0.379
H -1.538 -0.842 1.201
C 1.685 -1.853 -0.114
O 2.446 -2.759 0.109
Sn 3.982 -3.558 -0.362
```

Gap between HOMO and LUMO (spin up / spin down) (eV): 4.65 / 4.68
M (g mol⁻¹): 199.81
Spin multiplicity: 2
E_LUMO (spin up / spin down) (eV): -11.35 / -11.19
Net charge: +2
⟨S²⟩: 0.77


Record 8
Computed, not measured: a structure of composition C5H5P5 in a non-equilibrium geometry, with ωB97M-V/def2-TZVPD.

Structure (XYZ):
```
15
Properties=species:S:1:pos:R:3
C -0.373 0.247 0.661
C 0.591 0.274 -1.550
C 0.437 0.823 1.541
C 2.576 1.256 -0.278
C 0.218 -0.611 -0.414
P 1.813 1.359 -1.848
P 4.102 2.115 -0.407
P 4.772 2.394 1.596
P 3.294 1.552 2.779
P 2.194 0.509 1.302
H -1.441 0.418 0.656
H -0.117 0.188 -2.375
H 0.124 1.448 2.362
H 1.111 -1.109 -0.001
H -0.492 -1.370 -0.749
```

Gap between HOMO and LUMO (spin up / spin down) (eV): 5.87 / 5.42
M (g mol⁻¹): 219.97
Spin multiplicity: 3
E_LUMO (spin up / spin down) (eV): -0.61 / -3.08
Net charge: 0
⟨S²⟩: 2.08